The following is a quantum chemistry calculation of C30H42FeIN4O as an isolated structure, from OMol25.

The largest force on an atom comes out at 0.5 eV/Å. As for the LUMO energy (spin up / spin down): -2.41 / -2.42 eV. The electronic energy is -3023.85709 Eh. As for the frontier orbital gap (spin up / spin down): 7.83 / 7.82 eV.

The geometry in ORCA input format:
```
! wB97M-V def2-TZVPD RIJCOSX def2/J DEFGRID3
* xyz 1 5
Fe 0.105 0.053 0.030
C 0.846 3.228 1.789
C 0.933 1.916 2.562
N -0.040 0.875 2.147
C -1.417 1.145 2.613
C -2.301 1.773 1.551
N -2.364 0.932 0.357
C -3.022 1.617 -0.757
C -3.172 0.747 -2.001
C -2.016 -0.197 -2.334
N -0.674 0.350 -2.078
C -0.359 1.642 -2.703
C 0.724 2.339 -1.894
N 0.385 2.313 -0.465
C 1.295 3.145 0.336
H 1.488 3.948 2.300
H -0.160 3.652 1.854
H 0.811 2.116 3.632
H 1.928 1.498 2.419
H 0.252 0.018 2.611
H -1.404 1.776 3.508
H -1.858 0.193 2.913
H -1.914 2.747 1.251
H -3.292 1.968 1.980
H -2.907 0.102 0.573
H -2.435 2.511 -0.984
H -4.012 1.993 -0.467
H -3.384 1.409 -2.843
H -4.064 0.123 -1.902
H -2.120 -0.512 -3.378
H -2.089 -1.100 -1.724
H -0.012 -0.339 -2.423
H -1.258 2.258 -2.721
H -0.043 1.530 -3.745
H 0.871 3.362 -2.263
H 1.681 1.819 -2.004
H -0.555 2.676 -0.340
H 1.375 4.149 -0.097
H 2.282 2.688 0.286
I -1.615 -2.268 1.251
C -0.080 -3.582 0.696
C -0.136 -4.852 1.186
C 0.820 -5.802 0.767
C 1.756 -5.451 -0.156
C 1.809 -4.134 -0.683
C 2.764 -3.815 -1.678
C 2.801 -2.557 -2.200
C 1.936 -1.569 -1.685
C 0.998 -1.778 -0.689
C 0.903 -3.131 -0.235
H -0.915 -5.141 1.878
H 0.780 -6.807 1.163
H 2.475 -6.178 -0.514
H 3.443 -4.586 -2.020
H 3.512 -2.301 -2.976
H 2.078 -0.562 -2.080
C 8.839 -1.292 0.245
C 7.361 -1.063 0.366
C 6.551 -1.966 1.043
C 5.184 -1.767 1.166
C 4.372 -2.815 1.886
C 4.616 -0.607 0.597
C 3.184 -0.429 0.746
O 2.508 0.510 0.335
C 5.420 0.313 -0.111
C 4.866 1.546 -0.766
C 6.777 0.063 -0.209
H 9.137 -2.229 0.711
H 9.393 -0.482 0.721
H 9.142 -1.319 -0.803
H 6.994 -2.853 1.480
H 5.026 -3.619 2.216
H 3.610 -3.255 1.238
H 3.870 -2.419 2.770
H 2.664 -1.257 1.249
H 4.549 2.284 -0.027
H 3.992 1.314 -1.375
H 5.626 2.003 -1.397
H 7.403 0.759 -0.755
*
```

These are the Mulliken partial charges, in e, on atoms 1 to 5:
1 Fe 1.150
2 C -0.872
3 C -0.902
4 N -0.368
5 C -0.933